1.
25
Properties=species:S:1:pos:R:3:forces:R:3 method="wB97M-V/def2-TZVPD" e_homo_ev=-13.0 orbital_gap_ev=9.29 smiles=CSC(C)(C)[n+]1ccccc1 total_charge=+1 spin_multiplicity=1 de_lowest_ev=0.953
C -2.937342 0.617002 0.522207 -2.8 0.2 0.2
C -2.534604 -0.690169 0.721071 0.0 -0.1 1.1
C -2.139504 1.560052 -0.105109 0.3 -1.4 1.3
C -1.194515 -0.969153 0.461309 -2.3 -2.1 -0.3
C -0.843634 1.213272 -0.331148 0.2 1.0 -2.5
C 1.656759 -1.614964 0.079678 0.5 0.9 -2.5
C 1.062265 -0.442680 -2.076157 -1.0 -0.6 -1.3
C 1.699583 1.142021 1.645815 3.2 3.1 -2.3
C 1.273582 -0.337836 -0.658218 -1.9 -0.1 3.2
N -0.463981 -0.076248 -0.130312 3.5 2.1 -0.7
S 2.055442 1.157537 -0.154918 0.7 -0.5 -0.1
H -3.975897 0.972072 0.782066 1.1 -0.8 -0.3
H -3.141014 -1.518443 1.162194 0.3 1.2 -0.4
H -2.540882 2.507479 -0.287850 -0.2 1.3 -0.4
H -0.968921 -2.053458 0.587193 0.9 1.2 -0.2
H -0.210181 2.022730 -0.920599 -0.8 -2.4 1.6
H 1.640011 -1.544818 1.120417 0.5 0.3 1.6
H 2.615014 -1.828246 -0.398632 0.4 -0.1 0.8
H 1.075701 -2.456099 -0.204037 -0.9 -0.6 -0.4
H 0.211108 -1.073665 -2.260222 0.0 -1.2 -0.1
H 0.643841 0.433331 -2.493065 0.4 1.5 -0.5
H 1.923287 -0.789792 -2.594638 0.7 -0.2 -0.6
H 2.031150 2.225838 1.788193 -0.6 -1.4 0.7
H 2.383378 0.478057 2.104338 0.0 -0.7 0.9
H 0.679345 1.066182 1.640423 -2.3 -0.5 1.1

2.
8
Properties=species:S:1:pos:R:3:forces:R:3 method="wB97M-V/def2-TZVPD" e_homo_ev=-10.1 orbital_gap_ev=8.19 smiles="O=CC(=O)C=O" spin_multiplicity=1 de_lowest_ev=1.847
C 1.330121 -0.633194 -0.015702 0.1 -0.1 -0.3
C -0.013337 0.171597 0.008861 0.7 0.3 0.2
C -1.337502 -0.626166 0.050548 -1.0 0.6 -0.1
H 1.223171 -1.756702 -0.091823 0.3 0.7 0.1
H -1.269174 -1.732362 0.209922 0.0 0.5 -0.1
O 2.390588 -0.067203 -0.013502 -0.8 -0.6 0.1
O 0.027547 1.370032 0.026600 -0.4 -0.6 -0.1
O -2.396845 -0.050874 -0.060641 1.2 -0.8 0.1

3.
8
Properties=species:S:1:pos:R:3:forces:R:3 method="wB97M-V/def2-TZVPD" e_homo_ev=-9.1 orbital_gap_ev=9.82 smiles=c1nc[nH]n1 spin_multiplicity=1 de_lowest_ev=3.060
N -0.801305 0.696502 -0.068937 0.8 -1.0 0.3
C -0.633404 -1.070897 -0.240957 -0.2 3.9 0.6
N 0.594157 -1.218370 -0.003434 -0.5 0.2 -0.1
C 1.203727 -0.003818 0.182135 0.3 0.2 0.0
N 0.413239 1.045192 0.212418 0.7 0.1 -0.2
H -1.452100 1.473444 0.163181 0.1 -1.1 -0.6
H -1.591919 -0.995640 0.191793 -1.2 -2.2 0.1
H 2.267459 0.090734 0.318353 0.0 -0.1 0.0

4.
70
Properties=species:S:1:pos:R:3:forces:R:3 method="wB97M-V/def2-TZVPD" e_homo_ev=-1.2 orbital_gap_ev=4.95 total_charge=-2 spin_multiplicity=1 de_lowest_ev=1.435
Cs -0.877725 0.568579 -0.462467 -0.3 -0.6 0.1
C 3.241027 -0.166123 2.083698 0.0 0.0 0.0
C 2.349733 1.073912 2.010265 0.0 0.1 0.0
N 0.967231 0.796882 2.350927 -0.2 -0.1 -0.1
C 0.667173 0.473152 3.732581 0.3 0.3 0.0
C -0.194242 -0.786217 3.887199 -0.2 -0.2 0.0
N 0.222826 -1.927388 3.072316 0.1 0.2 0.2
C 1.579333 -2.392379 3.350100 0.0 0.0 0.1
C 2.457094 -2.500443 2.102042 0.1 -0.1 -0.2
N 2.729472 -1.302057 1.319420 0.1 0.2 0.2
H 3.370448 -0.456341 3.132439 0.0 0.0 0.0
H 4.238208 0.130031 1.734994 0.0 -0.1 -0.1
H 2.343951 1.464332 0.989547 0.0 -0.1 0.0
H 2.811468 1.843733 2.654961 0.0 0.0 0.0
H 0.367784 1.521233 1.962075 0.1 0.1 0.0
H 0.171308 1.316421 4.235478 -0.1 -0.1 0.1
H 1.614231 0.336024 4.266437 0.0 0.0 0.0
H -1.231240 -0.562363 3.628785 0.1 0.0 -0.1
H -0.205639 -1.074890 4.945468 0.0 -0.1 0.0
H 0.181279 -1.607575 2.111665 -0.1 -0.1 -0.1
H 1.569657 -3.398655 3.793668 -0.2 0.0 0.0
H 2.046636 -1.753008 4.107244 0.1 0.0 -0.1
H 1.994000 -3.222965 1.424190 0.0 0.0 0.0
H 3.414674 -2.940099 2.410629 0.0 0.0 0.0
H 1.905641 -0.999349 0.812074 0.0 -0.2 0.0
N -0.753679 0.542849 -3.493205 0.1 0.2 -0.1
C -0.207294 -0.310369 -4.541450 -0.2 0.0 0.1
C 0.647183 -1.382902 -3.886442 0.3 0.0 -0.1
C -0.106833 -2.360050 -2.993394 -0.1 -0.2 0.3
C 0.807105 -3.402800 -2.362004 0.1 0.0 -0.1
N 1.556537 -2.772745 -1.273643 0.1 0.1 0.2
H -1.205717 1.370636 -3.861512 0.0 0.0 -0.1
H 0.022839 0.874654 -2.918484 0.1 0.1 -0.3
H 0.396024 0.236328 -5.277577 0.1 0.0 0.0
H -1.035518 -0.779638 -5.085020 0.0 0.0 0.0
H 1.439926 -0.869481 -3.328056 -0.1 0.0 0.0
H 1.175026 -1.949718 -4.665081 -0.1 0.0 0.0
H -0.910481 -2.831940 -3.567983 0.1 -0.1 0.0
H -0.601916 -1.893956 -2.133604 -0.1 0.3 -0.4
H 1.468432 -3.856253 -3.116843 0.0 0.0 -0.1
H 0.190838 -4.206560 -1.950721 0.0 0.0 0.1
H 1.798090 -1.811124 -1.485371 -0.1 0.0 -0.1
H 2.433781 -3.226473 -1.056616 -0.1 -0.1 0.0
O 0.936526 5.936245 -2.793562 -0.1 0.2 -0.2
C 0.769316 4.910074 -2.167698 0.2 -0.6 0.7
C -0.158234 4.712764 -0.978347 0.4 -0.3 -0.8
O -0.971365 5.532001 -0.583768 -0.1 0.1 0.3
C 0.103164 3.355783 -0.444608 0.3 0.3 0.1
C 1.044901 2.657209 -1.329454 0.0 0.7 -0.1
O 1.405437 1.446266 -1.253926 1.3 0.5 -0.3
C 1.511487 3.600039 -2.369266 -0.6 0.3 0.2
O 2.329998 3.384599 -3.252602 0.1 -0.1 -0.1
O -0.441235 2.898340 0.605160 0.5 1.0 0.2
Br -4.626408 -3.213399 -1.813995 0.1 0.0 -0.1
C -4.796042 -1.999557 -0.368215 -0.4 0.2 0.4
C -6.051432 -1.894157 0.241689 -0.1 -0.3 -0.3
C -6.293962 -1.056467 1.288370 0.6 0.3 0.1
Br -8.032772 -0.973782 2.045863 -0.2 0.0 0.0
C -5.235301 -0.247950 1.799235 -0.4 0.0 0.2
C -5.384253 0.662458 2.874248 -0.2 -0.2 -0.1
C -4.331357 1.412535 3.292523 0.4 0.2 0.0
C -3.083711 1.263638 2.645865 -0.4 -0.2 0.0
N -2.905958 0.415409 1.666495 -0.8 -0.6 -0.2
C -3.959740 -0.342940 1.215395 0.8 0.0 -0.3
C -3.670664 -1.258677 0.048746 0.0 0.4 0.7
O -2.532857 -1.298643 -0.457400 -1.3 -1.6 0.1
H -6.862360 -2.504390 -0.138501 0.0 0.0 0.0
H -6.354769 0.752112 3.345289 0.0 0.0 0.0
H -4.429730 2.124087 4.103236 0.0 0.0 0.0
H -2.229388 1.861266 2.950552 0.0 0.0 -0.1

5.
98
Properties=species:S:1:pos:R:3:forces:R:3 method="wB97M-V/def2-TZVPD" e_homo_ev="-4.1 / -4.6" orbital_gap_ev="6.47 / 6.22" total_charge=-1 spin_multiplicity=4 s2=3.921
Ni -0.226363 -0.635448 0.416343 -0.6 0.1 -0.2
C 2.795644 -0.679767 -3.350345 -0.1 -0.1 0.0
O 2.513954 0.716138 -3.277428 -0.2 0.3 0.2
C 1.499252 1.247345 -2.546657 0.3 -0.2 -0.4
C 1.165367 2.538223 -3.048798 0.0 0.2 -0.1
C 0.166249 3.387438 -2.739348 0.1 0.0 0.0
C -0.897270 3.253158 -1.709508 -0.2 0.0 0.1
C -0.195645 1.076892 -0.559373 0.0 -0.2 0.0
C 0.137897 2.255479 0.369463 0.1 0.1 0.0
N -0.472431 2.151376 1.693586 -0.2 0.1 -0.1
N 0.258958 1.711655 2.680077 0.2 -0.1 0.2
C 1.155155 0.753346 2.550277 0.0 0.1 -0.1
O 1.267742 -0.054467 1.563100 0.0 -0.1 0.1
C 2.058262 0.536322 3.717629 0.0 0.0 0.0
C 1.918801 1.269543 4.897132 0.0 0.0 -0.1
C 2.761917 1.035293 5.968686 0.0 0.0 0.0
C 3.758958 0.070708 5.880847 0.0 0.0 0.0
C 3.905172 -0.659845 4.710718 0.0 0.0 0.0
C 3.059289 -0.432041 3.635980 -0.1 0.1 0.0
C 0.911443 0.553483 -1.437711 0.1 -0.8 0.3
O 1.281713 -0.617279 -1.170815 0.1 0.5 -0.1
H 3.515915 -0.763103 -4.164055 0.0 0.0 0.0
H 1.888402 -1.237921 -3.588564 0.0 0.0 0.0
H 3.216984 -1.056527 -2.422340 0.0 0.0 0.0
H 1.820405 2.836880 -3.860840 0.0 0.0 0.0
H 0.138012 4.307997 -3.311625 0.0 0.0 0.0
H -1.706477 3.942295 -1.947336 0.0 0.0 0.0
H 1.229390 2.343991 0.473262 0.0 0.0 -0.1
H 1.135813 2.012785 4.950035 0.0 0.0 0.0
H 2.642233 1.607194 6.880808 0.0 0.0 0.0
H 4.417057 -0.109493 6.722013 0.0 0.0 0.0
H 4.681081 -1.411636 4.633986 0.0 0.0 0.0
H 3.155329 -0.995038 2.717022 0.0 0.0 0.0
C -4.006007 -1.055108 -0.367787 0.0 -0.1 0.1
C -2.561266 -0.867935 0.044177 -0.1 -0.2 0.0
O -2.282586 -0.402982 1.201726 0.0 0.1 0.1
N -1.596048 -1.190046 -0.768953 0.3 0.1 -0.1
Te -1.718956 -1.552579 -3.336444 -0.1 -0.3 -0.3
C -2.207714 -2.123409 -5.417023 0.1 0.1 0.1
C -1.617743 -3.186791 -6.110862 0.0 0.0 0.0
C -0.516500 -4.020919 -5.521249 0.1 0.0 0.0
C -2.044620 -3.506490 -7.399801 -0.1 0.0 0.0
C -3.037914 -2.787203 -8.041791 0.0 0.0 0.0
C -3.491650 -3.141957 -9.431489 0.0 0.0 0.0
C -3.591730 -1.708494 -7.366211 0.0 0.0 0.0
C -3.188565 -1.366362 -6.080695 0.0 0.0 0.0
C -3.847140 -0.174097 -5.436247 -0.1 0.1 0.0
C -2.105283 -3.554186 -2.720055 0.1 -0.1 0.1
C -3.370287 -4.116793 -2.924161 0.0 0.0 0.0
C -4.508208 -3.366893 -3.557656 -0.1 0.0 0.0
C -3.603305 -5.439488 -2.545536 0.0 0.0 0.0
C -2.620346 -6.219914 -1.966523 0.0 0.0 0.0
C -2.885224 -7.645448 -1.566645 0.0 0.0 0.0
C -1.373094 -5.645280 -1.757500 0.0 0.0 0.0
C -1.096665 -4.331869 -2.117935 -0.1 0.0 0.0
C 0.264813 -3.791709 -1.806538 0.1 0.0 0.0
H -4.657172 -0.694997 0.426905 0.0 0.0 0.0
H -4.211684 -2.111138 -0.561718 0.0 0.0 0.0
H -4.199890 -0.506378 -1.290264 0.0 0.0 0.0
H 0.127212 -3.414832 -4.885773 0.0 0.0 0.1
H 0.091464 -4.467191 -6.310645 0.0 0.0 0.0
H -0.914790 -4.827098 -4.902871 0.0 0.0 0.1
H -1.574051 -4.337753 -7.916736 0.0 0.0 0.0
H -2.901630 -3.963446 -9.838367 0.0 0.0 0.0
H -3.395504 -2.290412 -10.108141 0.0 0.0 0.0
H -4.540592 -3.446846 -9.439774 0.0 0.0 0.0
H -4.353302 -1.109125 -7.857110 0.0 0.0 0.0
H -4.358861 0.427385 -6.189017 0.0 0.0 0.0
H -3.132586 0.463381 -4.916741 0.0 0.0 0.0
H -4.585473 -0.486559 -4.693061 0.0 0.0 0.0
H -4.432423 -2.297898 -3.360410 0.0 0.0 0.0
H -5.463223 -3.730814 -3.174677 0.0 0.0 0.0
H -4.501244 -3.498455 -4.642836 0.0 0.0 0.0
H -4.590621 -5.861157 -2.707735 0.0 0.0 0.0
H -3.935495 -7.902912 -1.704032 0.0 0.0 0.0
H -2.628297 -7.814895 -0.519183 0.0 0.0 0.0
H -2.289081 -8.338878 -2.163840 0.0 0.0 0.0
H -0.589442 -6.233417 -1.290239 0.0 0.0 0.0
H 0.935361 -4.597164 -1.502070 0.0 0.0 0.0
H 0.215445 -3.060094 -1.003467 0.0 0.1 0.0
H 0.696856 -3.270640 -2.658533 0.0 0.0 -0.1
N -1.588638 4.143660 0.408757 0.0 0.0 0.0
C -0.423824 3.602543 -0.276951 0.0 0.0 0.0
N 0.582703 4.661393 -0.312537 0.0 0.1 0.0
S -1.591812 1.576738 -1.568994 0.0 0.1 0.0
H -1.333693 4.288719 1.381093 0.0 0.0 0.0
H -2.265514 3.385756 0.475061 0.0 0.0 0.0
H 0.878823 4.858052 0.638935 0.0 0.0 0.0
H 1.402917 4.325510 -0.806298 0.0 0.0 0.0
N -0.848006 -3.333848 3.398026 0.0 0.1 0.0
C -1.538989 -4.031067 2.432525 -0.1 -0.1 -0.1
C -1.206540 -3.448669 1.251231 0.0 -0.1 0.1
N -0.321922 -2.423730 1.479437 -0.1 0.2 0.1
C -0.141334 -2.369235 2.777165 0.1 -0.1 0.0
H -0.901525 -3.465709 4.390794 0.0 0.0 0.0
H -2.195398 -4.848138 2.669668 0.0 0.0 0.0
H -1.552500 -3.678664 0.259726 -0.1 0.0 0.0
H 0.485419 -1.664148 3.292962 0.0 0.1 0.0

6.
48
Properties=species:S:1:pos:R:3:forces:R:3 method="wB97M-V/def2-TZVPD" e_homo_ev="-4.2 / -4.6" orbital_gap_ev="6.24 / 5.58" total_charge=-1 spin_multiplicity=5 s2=6.023
Os -0.699376 0.054262 -0.524699 0.1 0.0 0.0
Se -4.294438 -0.585495 1.068972 0.1 0.0 0.0
Se -4.545895 -1.122820 3.156523 0.0 0.0 0.0
Te -1.609555 -3.025450 2.551895 0.0 0.0 0.0
Se -2.264960 -2.001869 0.416225 -0.1 0.0 0.0
N -3.094395 -0.222606 -2.942552 0.0 0.0 0.0
C -3.218312 0.833109 -2.069459 0.0 0.0 0.0
N -4.208932 1.691902 -2.079210 0.0 0.0 0.0
N -3.916497 2.548382 -1.066092 0.0 0.0 0.0
N -2.828864 2.227135 -0.483898 -0.1 0.0 0.0
N -2.337586 1.105623 -1.095122 0.0 0.0 0.0
C -1.875122 -0.791572 -3.232477 -0.1 0.0 0.0
N -1.599830 -1.410902 -4.357577 0.0 0.0 0.0
N -0.309321 -1.794754 -4.218031 0.0 0.0 0.0
N 0.161106 -1.424835 -3.088495 0.0 -0.1 0.0
N -0.825306 -0.784492 -2.402245 0.0 0.0 0.0
H -3.771483 -0.247992 -3.687550 0.0 0.0 0.0
O -1.713340 0.972330 2.581185 0.0 0.0 0.0
C -1.091555 1.820676 1.986669 0.0 0.0 0.0
C -0.961579 3.277984 2.395029 0.0 0.0 0.0
C -0.027191 3.880146 1.353775 0.0 0.0 0.0
C 0.273909 2.728073 0.411847 0.0 -0.1 0.1
O 0.981728 2.795590 -0.579364 0.0 0.0 0.0
N -0.366132 1.593795 0.831754 0.0 0.1 0.0
H -0.593202 3.334898 3.418928 0.0 0.0 0.0
H -1.962798 3.707504 2.374352 0.0 0.0 0.0
H 0.908460 4.265644 1.759715 0.0 0.0 0.0
H -0.485987 4.674669 0.766007 0.0 0.0 0.0
C 1.210563 -2.377430 -0.240200 0.0 0.0 0.0
C 2.665555 -2.858695 -0.120586 0.0 0.0 0.0
N 3.457313 -1.897755 0.652390 0.0 0.0 0.0
C 3.612854 -0.691112 -0.163974 0.0 0.0 0.0
C 2.260810 -0.261171 -0.770440 0.0 0.0 0.0
N 1.158712 -0.901328 0.020425 0.1 0.0 0.0
C 1.462741 -0.695803 1.472495 0.0 0.0 0.0
C 2.685059 -1.548890 1.849737 0.0 0.0 0.0
H 0.573353 -2.845600 0.506894 0.0 0.0 0.0
H 0.803655 -2.571158 -1.227596 0.0 0.0 0.0
H 3.127259 -2.962477 -1.104832 0.0 0.0 0.0
H 2.698657 -3.834383 0.367484 0.0 0.0 0.0
H 4.335746 -0.886173 -0.958013 0.0 0.0 0.0
H 4.024746 0.095545 0.471629 0.0 0.0 0.0
H 2.142031 -0.606077 -1.796566 0.0 0.0 0.0
H 2.123185 0.819907 -0.750620 0.0 0.0 0.0
H 0.578561 -0.959990 2.055809 0.0 0.0 0.0
H 1.659384 0.365944 1.605868 0.0 0.0 0.0
H 2.373431 -2.476396 2.334081 0.0 0.0 0.0
H 3.322837 -1.005891 2.549911 0.0 0.0 0.0